# 1
Below is C19H19ClN7O6PPdS2 as an isolated structure, with properties calculated with ωB97M-V with the def2-TZVPD basis set.

```
! wB97M-V def2-TZVPD RIJCOSX def2/J DEFGRID3
* xyz 2 1
Pd 0.220 0.714 -0.736
C -4.302 2.710 1.588
N -3.329 2.358 0.546
C -3.460 2.670 -0.774
C -2.349 2.192 -1.411
N -1.559 1.599 -0.478
C -2.159 1.696 0.706
P -1.499 1.194 2.315
C 0.204 1.810 2.126
N 0.903 1.772 0.994
C 2.120 2.329 1.240
C 2.149 2.736 2.545
N 0.942 2.409 3.091
C 0.561 2.678 4.481
C -1.109 -0.588 1.854
N -0.589 -0.903 0.738
C -0.280 -2.311 0.741
C -0.836 -2.780 2.022
N -1.279 -1.744 2.691
C -1.784 -1.741 4.075
H -5.156 3.170 1.100
H -3.867 3.421 2.286
H -4.634 1.815 2.107
H -4.321 3.198 -1.147
H -2.079 2.233 -2.453
H 2.873 2.428 0.476
H 2.909 3.240 3.119
H 0.845 3.697 4.729
H 1.063 1.982 5.148
H -0.516 2.580 4.585
H -0.454 -2.851 -0.184
H -0.899 -3.803 2.372
H -2.367 -2.643 4.236
H -2.421 -0.870 4.203
H -0.947 -1.700 4.769
O 0.805 -7.349 0.938
S 1.266 -6.447 -0.060
O 0.950 -6.589 -1.437
N 0.707 -4.876 0.426
C 1.719 -4.180 0.727
S 1.488 -2.505 1.308
C 3.082 -4.738 0.624
C 4.317 -4.163 0.863
C 5.443 -4.949 0.650
C 5.324 -6.261 0.202
C 4.079 -6.833 -0.049
C 2.971 -6.046 0.175
H 4.424 -3.137 1.194
H 6.426 -4.535 0.826
H 6.218 -6.847 0.041
H 3.990 -7.851 -0.406
O 1.170 1.300 -3.008
Cl 1.560 -0.079 -2.802
O 0.328 -0.859 -2.663
O 2.459 -0.588 -3.743
O 2.130 -0.102 -1.395
*
```

Computed properties:
highest occupied orbital energy (alpha / beta) = -14.57 / -14.57 eV
E_tot = -3295.0784 Ha
ΔE to the lowest compared entry with this formula, charge and spin = 202.24 kJ/mol
gap between HOMO and LUMO (alpha / beta) = 6.91 / 6.94 eV
LUMO level (alpha / beta) = -7.67 / -7.63 eV

natural (NBO) atomic charges, in units of e: 1.131 -0.412 -0.283 -0.022 -0.049 -0.441 0.042 0.793 0.040 -0.495 -0.033 -0.047 -0.290 -0.413 0.201 -0.441 -0.235 0.247 -0.338 -0.420 0.250 0.232 0.227 0.259 0.265 0.258 0.257 0.247 0.232 0.225 0.332 0.295 0.256 0.242 0.244 -0.870 2.286 -0.861 -0.679 0.137 0.378 -0.076 -0.192 -0.174 -0.151 -0.147 -0.315 0.229 0.242 0.246 0.256 -0.807 2.487 -0.827 -0.690 -0.827

=====

# 2
Below is a single C5H8N2O molecule at a distorted geometry, with properties calculated with ωB97M-V with the def2-TZVPD basis set.

```
! wB97M-V def2-TZVPD RIJCOSX def2/J DEFGRID3
* xyz 0 1
C 1.884 -0.220 -0.765
C 1.235 -0.623 0.590
C -0.180 -0.550 0.226
N -0.923 -1.549 -0.318
N -2.175 -1.196 -0.521
C -2.367 0.014 -0.014
C -0.978 0.687 0.326
O -0.519 1.587 -0.589
H 2.911 0.012 -0.494
H 1.427 0.754 -0.960
H 1.647 -1.126 -1.360
H 1.346 -1.707 0.716
H 1.697 -0.046 1.515
H -3.388 0.404 0.132
H -0.840 1.083 1.418
H -0.777 2.475 0.096
*
```

Computed properties:
highest occupied orbital energy = -9.01 eV
SMILES string = CCC1=NN=C[C@@H]1O
E_tot = -379.9085 Ha
ΔE to the lowest compared entry with this formula, charge and spin = 471.79 kJ/mol
gap between HOMO and LUMO = 8.46 eV
LUMO level = -0.56 eV

natural (NBO) atomic charges, in units of e: -0.613 -0.467 0.280 -0.291 -0.221 0.020 -0.056 -0.658 0.209 0.233 0.237 0.234 0.224 0.200 0.187 0.483